Density functional theory data (wB97M-V/def2-TZVPD) for C5H7NO as an isolated structure.

CARTESIAN COORDINATES (ANGSTROEM)
C: -1.25263 -0.94735 0.11018
C: -1.17283 0.35996 -0.66098
O: -0.84533 1.39606 0.26196
C: 0.59829 1.13517 0.25751
C: 1.00680 -0.08880 1.00255
N: 0.24950 -0.96095 0.20802
C: 0.38906 0.06225 -0.86428
H: -1.80300 -0.98012 1.05613
H: -1.54021 -1.79876 -0.51560
H: -1.93404 0.65676 -1.38852
H: 1.14018 2.08193 0.30523
H: 2.48210 -0.42410 -0.39080
H: 1.27277 -0.26091 2.04952
H: 1.40932 -0.23113 -1.43094

Values from the calculation:
Total energy, Ha: -324.4238
Spin multiplicity: 1
LUMO level (alpha / beta), eV: -0.1986 / -0.2004
Maximum force, eV/Å: 2.199
ΔE to the lowest compared entry with this formula, charge and spin, kcal/mol: 188.7
Gap between HOMO and LUMO (alpha / beta), hartree: 0.2993 / 0.2990